C21H40O7 | ωB97M-V/def2-TZVPD

## Properties
SMILES string	CCOCCOC[C@H]1COC(=O)C1.C1CCOC1.C1CCOC1.C1CCOC1
orbital gap	9.954	eV
highest occupied orbital energy	-9.24	eV
M	404.5	g mol⁻¹
max |F|	4.15	eV Å⁻¹
total charge	0
E_tot	-1350.6696	Ha

CARTESIAN COORDINATES (ANGSTROEM)
1 H 3.54204 4.18572 -4.68778
2 H -3.69584 -4.16011 2.58743
3 H 1.90078 3.82055 -2.92948
4 H 2.74729 5.69952 1.05323
5 H 5.04113 2.42063 -5.27500
6 C -0.64437 -0.43106 -0.00776
7 C 0.17279 0.97101 0.06602
8 H -2.41885 -5.24897 5.12128
9 H -0.91994 -4.60212 2.55315
10 H 1.77831 1.11199 -3.27687
11 C 3.88366 3.58726 -3.83691
12 H 0.99784 -2.69469 -1.01300
13 O 3.44013 1.35604 -4.49653
14 H 0.27837 -4.38293 -0.89889
15 H 1.56751 2.18320 -4.67723
16 O -2.05433 1.36703 -0.60004
17 C -1.14767 -4.40172 3.60530
18 C -0.13598 -1.65345 0.87203
19 H 2.04599 5.63813 2.67805
20 H -0.49727 -1.56663 1.96075
21 H 1.01058 -1.68145 0.93312
22 C -2.42149 -5.10215 4.03620
23 H 3.01275 2.75021 -2.06120
24 H 4.07673 4.33541 2.98769
25 C 4.50917 2.29628 -4.32913
26 H 1.31524 3.90682 0.28425
27 H -2.91871 -2.48746 5.00782
28 H 2.19899 3.11498 3.90293
29 C -2.08607 0.22557 0.33596
30 C -3.47997 -4.08931 3.65842
31 H -2.11995 0.69332 1.38279
32 C 2.35470 5.03098 1.82093
33 C 2.25689 1.88591 -3.88021
34 H -0.54822 -2.13993 -2.76782
35 H 0.23015 4.70154 1.44487
36 H 1.29818 0.93434 -0.10493
37 H -4.25266 -0.49154 -1.72440
38 H 2.83686 1.90731 2.76699
39 C 1.18970 4.19132 1.33487
40 H -1.01069 -3.98722 -2.84093
41 O -0.39222 2.37890 -2.03877
42 O -0.64982 -2.89870 0.34208
43 H -3.13166 -1.96035 3.32439
44 H -2.55428 -6.07522 3.56081
45 C -0.94339 -3.04810 -2.19891
46 H 4.57104 4.19523 -3.24606
47 H -2.59372 -1.22263 -3.20139
48 C -4.42847 -1.58041 -2.00251
49 C 3.33897 3.97311 2.27008
50 H -2.88214 -0.53054 0.05462
51 C 2.42125 2.91418 2.84937
52 C 2.69139 3.07997 -3.05511
53 O -1.38148 -2.99294 3.74320
54 C -2.78262 -2.77747 3.96019
55 H -3.38023 -2.91624 -3.51183
56 H -0.74306 -0.55129 -1.14056
57 H 3.87320 3.57119 1.40284
58 H -4.50401 -2.19743 -1.03311
59 H -4.41728 -4.20846 4.20435
60 O -2.25702 -2.71358 -1.68509
61 C -0.73209 1.72188 -1.04946
62 H -0.28482 -4.69109 4.20971
63 C 0.00529 -3.26409 -0.88669
64 H -5.35770 -1.71527 -2.65460
65 H 5.20458 1.88493 -3.58891
66 C -3.08520 -2.13507 -2.73091
67 H -0.12728 1.57631 0.99730
68 O 1.18900 2.98890 2.11900

***

C39H31GeN5NaO4 | ωB97M-V/def2-TZVPD

## Properties
energy above the lowest of the compared OMol25 structures with the same formula, charge and spin	0.0	kJ/mol
orbital gap	6.199	eV
highest occupied orbital energy	-4.06	eV
M	729.3	g mol⁻¹
max |F|	4.52	eV Å⁻¹
total charge	-1
E_tot	-4318.7335	Ha

CARTESIAN COORDINATES (ANGSTROEM)
1 H 5.25856 2.12862 3.08665
2 C 0.59038 1.38228 -3.98931
3 C -1.85839 -1.16693 5.62450
4 N 1.62901 -2.19096 1.16054
5 C -1.39625 -1.19364 4.34353
6 C 0.25823 -2.15981 6.35003
7 C -3.10983 2.78702 2.67919
8 O -2.14244 -0.71875 3.35319
9 C 2.90697 -2.76323 -0.79403
10 N 1.46425 -2.21878 2.44655
11 H 0.16179 3.53842 2.57692
12 H 4.98076 -2.65798 -0.27953
13 Na -0.09391 -1.15006 -0.45066
14 N -2.61535 -0.14111 -3.22322
15 H 3.50239 1.36213 -5.76510
16 H 2.43135 0.53365 0.23041
17 H 3.73434 -2.08417 -4.42777
18 C 4.46423 2.23223 2.36188
19 H -2.02633 4.25136 3.77092
20 H 1.52288 -2.09129 -3.76287
21 H 4.01221 2.95770 -3.87207
22 N -1.37879 0.28080 -3.23234
23 H 3.26466 -3.52870 1.22851
24 C -6.89358 -2.60232 -2.64722
25 C 2.84838 3.71456 1.30747
26 O -2.10832 -1.44273 -1.34906
27 C -0.81944 2.43864 1.16876
28 C 0.77678 -2.07444 5.10621
29 H 0.79186 -2.70530 7.14725
30 H -6.12410 -4.40848 -1.94080
31 C -3.06675 1.81174 1.66373
32 C 3.84285 1.14635 1.76705
33 H 4.43505 4.37489 2.60363
34 H 2.45479 4.76324 1.17623
35 C -2.90515 -1.08150 -2.21284
36 O 0.23630 1.83175 -1.63609
37 H -7.41809 -0.60386 -3.17821
38 H 5.64702 -2.66642 -2.77486
39 C 3.95547 3.51668 2.10219
40 C 2.24733 -2.35796 -2.98044
41 H 4.21210 0.14308 2.03817
42 H 2.67408 2.97369 -1.84682
43 C -0.10426 -1.66406 4.12104
44 C -1.97081 3.48857 2.99590
45 C 2.83743 1.35989 0.81885
46 H -1.40835 -0.62352 2.55804
47 C 2.23280 2.55424 -2.74084
48 C -6.61261 -1.26591 -2.97081
49 C -0.79732 3.17872 2.32804
50 C 3.06743 2.46528 -3.90317
51 H -7.86678 -3.05470 -2.86372
52 H -5.06052 0.13774 -3.41451
53 C -5.87817 -3.39125 -2.15902
54 H -3.98811 1.26811 1.40683
55 H -2.81505 -0.75983 5.89871
56 C 4.28728 -2.65693 -1.12388
57 H -3.80881 -3.55903 -1.56794
58 H -3.98527 3.07444 3.27375
59 C 4.59597 -2.55040 -2.48600
60 C -5.26294 -0.81119 -2.97560
61 C -1.93135 1.66397 0.91459
62 O -0.20847 -0.76002 1.90241
63 C -4.57608 -2.87174 -1.94578
64 C 0.98599 1.91521 -2.76000
65 H -2.00930 1.00758 0.05428
66 H -1.38421 -1.77443 7.67558
67 H 1.17282 0.34922 -5.78099
68 H 1.70845 -2.55169 4.93801
69 C 1.52692 0.97838 -4.93410
70 Ge 0.50023 2.96493 -0.21645
71 C 3.57560 -2.29393 -3.37226
72 H 0.25996 4.38711 -0.86517
73 C -0.75766 0.85352 -4.23481
74 C -1.05646 -1.71753 6.64488
75 C 0.36914 -1.53998 2.78104
76 N 1.85319 -2.59946 -1.69959
77 H -1.22371 0.96361 -5.25653
78 C 2.20655 2.61283 0.68576
79 C 2.82719 1.56349 -4.92768
80 C -4.26327 -1.59267 -2.35277
81 C 2.61524 -2.90901 0.62366

***

> The lowest total charge belongs to which entry?

C39H31GeN5NaO4